[1]
2 unconnected molecules or ions with the total composition C11H18. Source: the OMol25 dataset; level of theory: ωB97M-V/def2-TZVPD.

Last column: Löwdin spin population.
Atoms and positions in Å:
C  2.34635  0.86467  -1.14867  0.001
C  3.45024  1.52723  -0.28619  0.000
C  2.01930  -0.55764  -0.66845  0.007
H  2.69719  0.81828  -2.17894  0.000
H  1.45873  1.49816  -1.10111  0.000
H  4.00697  2.25181  -0.87570  0.000
H  3.01841  2.01829  0.58482  0.000
H  1.60832  -1.19686  -1.44849  0.000
H  1.34141  -0.53813  0.19260  0.004
H  4.14585  0.76196  0.05808  0.000
H  2.93459  -1.02171  -0.29815  0.001
C  -1.47544  0.94224  -0.74488  0.050
C  -2.94240  1.07027  -1.22915  0.039
C  -1.33319  -0.12462  0.26204  0.268
C  -1.40941  -1.49119  -0.11988  0.093
C  -1.10592  0.20016  1.64533  0.110
C  -1.26024  -2.47692  0.80209  0.051
C  -0.94554  -0.78884  2.56904  0.048
C  -1.03004  -2.13300  2.16173  0.293
H  -0.84178  0.67499  -1.59882  0.015
H  -1.11981  1.89616  -0.35812  0.001
H  -3.37568  0.08611  -1.41787  0.000
H  -1.57778  -1.74089  -1.15982  0.001
H  -1.07962  1.23723  1.94941  0.002
H  -1.30431  -3.51543  0.50959  -0.001
H  -0.76466  -0.52327  3.60154  -0.001
H  -0.93000  -2.92665  2.89180  0.012
H  -2.96772  1.66486  -2.13537  0.004
H  -3.56381  1.52275  -0.45846  0.000

Summary:
expectation value of S²: 0.768
E_HOMO (spin up / spin down): -0.527 / -0.529 hartree
Kohn-Sham gap (spin up / spin down): 10.1212 / 6.3060 eV
multiplicity: 2
net charge: +1
LUMO energy (spin up / spin down): -4.220 / -8.089 eV

[2]
2 unconnected molecules or ions with the total composition C4H12N2O at a distorted geometry. Source: the OMol25 dataset; level of theory: ωB97M-V/def2-TZVPD.

Last column: Mulliken charge in e.
Atoms and positions in Å:
N  -1.28792  1.58075  1.03232  -0.472
C  -0.04300  1.42480  0.41082  -0.205
C  0.41457  0.63096  -0.60207  -0.172
C  1.77600  -0.04631  -0.43994  -1.119
C  1.74212  -1.35938  0.37111  -0.397
N  0.99011  -2.38316  -0.39776  -0.613
H  -1.27175  2.26989  1.76929  0.274
H  -1.66208  0.73209  1.42582  0.228
H  0.78114  1.82767  1.02712  0.212
H  0.36030  1.03647  -1.63454  0.269
H  2.42417  0.72714  -0.01273  0.471
H  2.17645  -0.09863  -1.44899  0.422
H  1.51993  -1.01795  1.38845  0.288
H  2.77940  -1.67330  0.41046  0.254
H  0.09224  -2.50815  0.05546  0.279
H  0.85346  -1.94652  -1.29834  0.285
O  -3.73148  0.42843  -0.37083  -0.613
H  -3.59012  -0.47466  -0.67750  0.311
H  -4.32355  0.84987  -1.00815  0.298

Summary:
E_HOMO: -0.273 hartree
Kohn-Sham gap: 8.0211 eV
LUMO energy: 0.587 eV

[3]
A molecular structure, C18H18BrNO9PTeTi. Source: the OMol25 dataset; level of theory: ωB97M-V/def2-TZVPD.

Last column: Löwdin spin population.
Atoms and positions in Å:
Ti  0.37959  -0.75101  0.05122  0.989
O  2.03225  -2.98101  -3.26352  0.059
C  1.23024  -2.43182  -2.32181  0.182
O  1.65228  -1.46200  -1.63479  0.127
C  -0.06794  -2.92319  -2.13081  0.153
C  -0.74048  -3.97111  -2.80545  0.060
C  -2.03729  -4.24710  -2.47237  0.066
C  -2.69728  -3.48497  -1.47039  0.134
C  -1.98099  -2.48663  -0.85717  0.024
N  -0.71129  -2.20702  -1.15110  0.185
C  -2.49915  -1.56783  0.22131  -0.002
O  -3.62003  -1.67469  0.68746  0.003
O  -1.60677  -0.69968  0.57670  0.000
H  2.86342  -2.48987  -3.20573  0.001
H  -0.21764  -4.52711  -3.57155  0.002
H  -2.56594  -5.04603  -2.97714  0.002
H  -3.72099  -3.66123  -1.17739  0.008
Br  -1.69753  3.65517  -5.15844  0.000
C  -0.50095  2.98449  -3.84335  0.000
C  0.82573  3.38466  -3.86585  0.000
C  1.68893  2.89451  -2.90029  0.000
C  1.24952  2.00318  -1.92771  0.001
C  -0.08352  1.62246  -1.93314  0.004
C  -0.97187  2.10904  -2.88261  0.001
C  2.24475  1.52289  -0.88285  0.000
O  3.33591  2.06675  -0.81906  0.001
O  1.84960  0.56673  -0.12167  -0.004
H  1.17368  4.07268  -4.62403  0.000
H  2.72768  3.19515  -2.87313  0.000
H  -0.50528  0.95168  -1.19016  0.003
H  -2.00964  1.80683  -2.86939  0.000
C  -2.73929  0.59621  3.52888  0.000
C  -1.87074  -0.60119  3.83498  0.000
O  -0.52121  -0.19779  4.18560  0.002
P  0.59224  -0.18004  3.04330  0.006
O  0.18160  0.63987  1.85621  0.009
Te  1.17429  -2.34237  2.22222  -0.016
O  1.81688  0.43828  3.83972  0.001
C  2.04788  1.86559  3.77300  0.000
C  3.24182  2.14319  2.89046  0.000
H  -3.73652  0.25160  3.25227  0.000
H  -2.32893  1.14035  2.68154  0.000
H  -2.81039  1.25732  4.39520  0.000
H  -1.83576  -1.28184  2.98346  0.000
H  -2.23021  -1.15125  4.70405  0.000
H  2.21378  2.18556  4.80233  0.000
H  1.15561  2.36527  3.39253  0.000
H  4.13265  1.65642  3.28883  0.000
H  3.42635  3.21842  2.83952  0.000
H  3.07092  1.77248  1.88010  0.000

Summary:
expectation value of S²: 2.016
E_HOMO (spin up / spin down): -0.120 / -0.197 hartree
Kohn-Sham gap (spin up / spin down): 5.6721 / 7.7662 eV
multiplicity: 3
net charge: -1
LUMO energy (spin up / spin down): 2.404 / 2.403 eV